C4H11GaNO2 as an isolated structure, computed with ωB97M-V with the def2-TZVPD basis set.

CARTESIAN COORDINATES (ANGSTROEM)
N: 2.3027 -0.9238 1.2194
C: 2.6508 -0.1544 -0.0152
Ga: 1.0381 0.1577 -1.2241
C: -0.3536 1.3591 -0.2759
C: -1.3868 0.5939 0.5427
O: -2.5280 0.2431 -0.2900
C: -3.1344 -0.9132 -0.0768
O: -2.6634 -1.9267 0.3696
H: 1.8241 -0.3232 1.8788
H: 1.6704 -1.6757 0.9691
H: 3.3765 -0.7616 -0.5716
H: 3.1681 0.7598 0.2966
H: 0.3392 -1.2857 -1.4464
H: 1.4037 0.7930 -2.6731
H: -0.8871 1.9409 -1.0376
H: 0.1408 2.0709 0.3961
H: -0.9676 -0.3193 0.9686
H: -1.7995 1.2204 1.3453
H: -4.1940 -0.8552 -0.3757

## Properties
maximum force: 0.650 eV/Å
charge: -1
orbital gap: 7.19 eV

---

A 2-piece molecular cluster, C4H11INO overall in a non-equilibrium geometry, computed with ωB97M-V with the def2-TZVPD basis set.

CARTESIAN COORDINATES (ANGSTROEM)
C: 0.9562 1.4142 -1.1191
C: 1.9306 -0.9501 -0.4696
C: 0.9066 0.1268 -0.1881
C: -2.0961 0.1338 1.6190
N: -0.5278 -0.3706 -0.3116
O: -2.5167 -0.8845 2.2215
I: -3.2135 1.2478 0.4027
H: -0.0065 1.8413 -1.2382
H: 1.7872 2.0143 -0.6671
H: 1.3230 1.0198 -2.0915
H: 2.3807 -1.3796 0.4294
H: 2.6605 -0.5173 -1.0967
H: 1.5028 -1.7825 -1.0752
H: 0.7744 0.4644 0.9167
H: -0.9813 0.4011 2.0137
H: -0.8823 -0.1043 -1.1918
H: -0.6247 -1.3811 -0.2080
H: -3.3731 -1.2935 2.0540

## Properties
maximum force: 3.995 eV/Å
ΔE to the lowest compared entry with this formula, charge and spin: 63.7 kcal/mol
charge: +1
orbital gap (spin up / spin down): 8.35 / 8.35 eV

---

A 2-piece molecular cluster, C4H11INO2 overall in a non-equilibrium geometry, computed with ωB97M-V with the def2-TZVPD basis set.

CARTESIAN COORDINATES (ANGSTROEM)
C: 0.0475 -2.5651 -0.3522
C: 0.9545 2.5869 -0.0164
C: 0.6908 -1.1831 -0.1676
C: -1.0997 0.3171 -0.9308
N: -1.9488 -0.0568 0.0109
O: -0.2996 1.9586 0.3966
O: 0.0633 -0.1915 -1.0623
I: -1.6646 1.5793 -2.4963
H: -0.8608 -2.6294 0.3235
H: -0.1792 -2.6699 -1.3103
H: 0.8405 -3.2613 0.0344
H: 1.5379 2.7512 1.0021
H: 0.5826 3.4378 -0.5603
H: 1.2520 1.8615 -0.7040
H: 1.7241 -1.2521 -0.4795
H: 0.8019 -0.9427 0.9258
H: -0.4570 2.5390 1.1230
H: -1.7956 -0.8476 0.6090
H: -2.9349 0.1292 -0.1646

## Properties
maximum force: 5.951 eV/Å
ΔE to the lowest compared entry with this formula, charge and spin: 26.5 kcal/mol
charge: +1
orbital gap: 10.31 eV

---

C4H11LuO2 as an isolated structure in a non-equilibrium geometry, computed with ωB97M-V with the def2-TZVPD basis set.

CARTESIAN COORDINATES (ANGSTROEM)
H: 0.6538 0.5607 0.3921
O: 2.2262 0.2997 0.3876
C: 2.9338 0.3681 -0.8336
H: 3.7233 1.1366 -0.8358
H: 3.3649 -0.6267 -1.0072
H: 2.2313 0.4867 -1.6760
C: -2.6286 1.1187 -0.2438
O: -2.0138 -0.1085 0.0853
C: -0.7388 -0.0595 0.6982
C: -0.1375 -1.4478 0.6584
Lu: -2.5944 -2.3985 -0.3259
H: -3.5080 0.8535 -0.8430
H: -2.9231 1.6444 0.6759
H: -1.9325 1.7302 -0.8365
H: 0.1111 -1.6633 1.7113
H: -0.7793 0.5458 1.6129
H: 1.5668 -1.0194 0.6685
H: 0.4447 -1.4208 -0.2884

## Properties
maximum force: 4.273 eV/Å
spin multiplicity: 2
⟨S²⟩: 0.7844
ΔE to the lowest compared entry with this formula, charge and spin: 129.1 kcal/mol
charge: +1
orbital gap (spin up / spin down): 7.17 / 5.07 eV

---

An isolated ion of composition C4H11N2 and charge +1 in a non-equilibrium geometry, computed with ωB97M-V with the def2-TZVPD basis set.

CARTESIAN COORDINATES (ANGSTROEM)
C: -0.5253 1.2247 -1.0567
C: 1.8701 0.3403 -0.3982
C: -0.7166 -1.1795 1.5825
C: 0.2581 0.5288 0.0214
N: -1.5514 0.6162 -1.4463
N: -0.3798 -0.7924 0.2054
H: -0.1600 2.1900 -1.3963
H: 1.9230 -0.1849 -1.3435
H: 2.3134 1.3226 -0.4875
H: 2.3580 -0.2128 0.3926
H: -1.2799 -2.1097 1.5738
H: 0.1911 -1.3262 2.1719
H: -1.3218 -0.4025 2.0509
H: 0.2208 1.1093 0.9472
H: -2.1354 1.0336 -2.1614
H: 0.1894 -1.5225 -0.2346
H: -1.2537 -0.6350 -0.4212

## Properties
maximum force: 3.281 eV/Å
ΔE to the lowest compared entry with this formula, charge and spin: 29.9 kcal/mol
SMILES: [H]/N=C/[C@H](C)[NH2+]C
charge: +1
orbital gap: 12.30 eV

---

An isolated ion of composition C4H11N2 and charge +1 in a non-equilibrium geometry, computed with ωB97M-V with the def2-TZVPD basis set.

CARTESIAN COORDINATES (ANGSTROEM)
C: 1.3165 0.8441 1.0821
C: 0.4138 1.4371 -0.0699
C: -0.1999 0.3077 -0.8602
C: -1.3142 -0.3483 -0.4260
N: -1.9550 -1.3162 -1.1045
N: 1.4503 -0.6796 1.0678
H: 0.7891 1.0713 2.0020
H: 2.2953 1.3540 1.0939
H: -0.3824 2.0144 0.4079
H: 0.9923 2.0740 -0.7416
H: 0.1327 0.2468 -1.8858
H: -1.9850 0.0658 0.3327
H: -1.6266 -1.6499 -2.0176
H: -2.7090 -1.7824 -0.6139
H: 1.4326 -0.9505 2.1000
H: 0.6747 -1.1662 0.4924
H: 2.2947 -1.0365 0.6345

## Properties
maximum force: 1.909 eV/Å
ΔE to the lowest compared entry with this formula, charge and spin: 42.1 kcal/mol
SMILES: N/C=C/CC[NH3+]
charge: +1
orbital gap: 8.67 eV

---

An isolated ion of composition C4H11N2 and charge +1 in a non-equilibrium geometry, computed with ωB97M-V with the def2-TZVPD basis set.

CARTESIAN COORDINATES (ANGSTROEM)
C: -1.9447 -1.4537 0.9970
C: -0.8828 -0.3739 1.1704
C: 0.0065 -0.2511 -0.0478
N: 2.1397 0.9452 -1.9431
C: 1.5947 1.4975 -0.8145
N: 0.4975 1.1466 -0.2369
H: -2.0626 -2.1125 1.8581
H: -1.8118 -2.0625 0.1027
H: -2.9666 -1.0547 0.9232
H: -1.3524 0.5951 1.3997
H: -0.3629 -0.5444 2.1149
H: 0.8694 -0.9179 0.0617
H: -0.4890 -0.5649 -0.9657
H: 1.6488 0.8000 -2.8060
H: 2.7951 0.1791 -1.7936
H: 2.1740 2.3570 -0.4667
H: 0.1471 1.8150 0.4463

## Properties
maximum force: 1.534 eV/Å
ΔE to the lowest compared entry with this formula, charge and spin: 46.7 kcal/mol
SMILES: CCC/[NH+]=C\N
charge: +1
orbital gap: 10.19 eV

---

An isolated ion of composition C4H11N2 and charge +1 in a non-equilibrium geometry, computed with ωB97M-V with the def2-TZVPD basis set.

CARTESIAN COORDINATES (ANGSTROEM)
C: 0.0163 1.8772 -0.0764
C: -1.1202 0.8951 0.1334
C: 0.9277 -0.0139 -0.4061
C: -0.9916 -1.6261 -0.1201
N: 2.0768 -0.4171 0.1981
N: -0.3530 -0.3755 0.3182
H: 0.0218 2.4894 -0.9576
H: 0.4701 2.3104 0.7983
H: -1.7625 1.1038 0.9907
H: -1.7381 0.8073 -0.7601
H: 0.8503 -0.1932 -1.4694
H: -1.2171 -1.5672 -1.1838
H: -0.3208 -2.4663 0.0546
H: -1.9184 -1.7916 0.4275
H: 2.2764 -0.0837 1.1320
H: 2.8968 -0.4709 -0.3897
H: -0.1144 -0.4778 1.3105

## Properties
maximum force: 4.167 eV/Å
ΔE to the lowest compared entry with this formula, charge and spin: 67.0 kcal/mol
charge: +1
orbital gap: 9.85 eV

---

A 2-piece molecular cluster, C4H11N2 overall, computed with ωB97M-V with the def2-TZVPD basis set.

CARTESIAN COORDINATES (ANGSTROEM)
C: -0.6707 -0.4263 -2.1013
C: 1.1014 1.0933 -1.4096
N: 0.6892 -0.0757 -1.6809
H: -1.0048 -1.2630 -1.4866
H: -0.6391 -0.7911 -3.1286
H: -1.3222 0.4316 -1.9846
H: 0.4092 1.9231 -1.5019
H: 2.1160 1.2627 -1.0811
H: 1.3031 -0.8492 -1.4382
C: 0.6703 -0.3220 2.4170
C: -1.3416 0.0961 1.3386
N: -0.0941 0.2628 1.3185
H: 1.2970 -1.1153 2.0088
H: 0.0270 -0.7308 3.1913
H: 1.2978 0.4466 2.8633
H: -1.9567 0.4237 0.5075
H: -1.8819 -0.3664 2.1677

## Properties
maximum force: 0.565 eV/Å
ΔE to the lowest compared entry with this formula, charge and spin: 58.6 kcal/mol
charge: +1
orbital gap: 8.83 eV

---

A 2-piece molecular cluster, C4H11N2 overall, computed with ωB97M-V with the def2-TZVPD basis set.

CARTESIAN COORDINATES (ANGSTROEM)
C: 1.1891 1.6479 -1.1362
C: 0.7137 -0.5086 -2.1100
N: 0.6040 0.3116 -1.1561
H: 1.8921 1.7164 -0.3067
H: 0.3805 2.3682 -1.0200
H: 1.7132 1.8453 -2.0692
H: 1.2923 -0.2486 -2.9890
H: 0.1915 -1.4528 -2.0399
H: -0.0216 0.0545 -0.3039
C: -1.4166 -1.5192 1.1476
C: -0.4688 0.3548 2.1645
N: -0.8409 -0.1706 1.0764
H: -2.4858 -1.4378 0.9710
H: -1.2493 -1.9862 2.1216
H: -0.9555 -2.1445 0.3853
H: -0.1501 1.3942 2.1807
H: -0.3877 -0.2246 3.0840

## Properties
maximum force: 0.545 eV/Å
ΔE to the lowest compared entry with this formula, charge and spin: 49.5 kcal/mol
charge: +1
orbital gap: 10.22 eV

---

A 2-piece molecular cluster, C4H11N2 overall in a non-equilibrium geometry, computed with ωB97M-V with the def2-TZVPD basis set.

CARTESIAN COORDINATES (ANGSTROEM)
C: -2.1065 0.3430 -1.0774
C: -1.8914 0.3812 0.3890
C: -0.8078 0.9714 0.9897
C: -0.3070 0.9763 2.3062
N: 0.9810 1.7007 2.3757
N: 2.6825 -2.6601 -2.6107
H: -3.2082 0.5102 -1.2947
H: -1.7634 -0.6353 -1.4935
H: -2.5525 -0.3234 0.9905
H: 3.0470 -1.8442 -2.9575
H: -0.0777 1.5417 0.3497
H: -0.8441 0.6761 3.2294
H: 1.7052 1.1107 2.8125
H: 0.9758 2.5287 2.8666
H: 3.3343 -3.1193 -1.9026
H: -1.6750 1.1795 -1.6451
H: 2.5078 -3.3372 -3.3279

## Properties
maximum force: 4.624 eV/Å
ΔE to the lowest compared entry with this formula, charge and spin: 92.1 kcal/mol
charge: +1
orbital gap: 5.10 eV

---

A 2-piece molecular cluster, C4H11N2O overall in a non-equilibrium geometry, computed with ωB97M-V with the def2-TZVPD basis set.

CARTESIAN COORDINATES (ANGSTROEM)
C: -1.0013 1.1626 0.2746
N: 0.4261 1.2391 -0.3906
C: -1.8897 0.1582 -0.6025
C: -1.3744 -1.2889 -0.5022
N: -2.6832 0.6285 0.3845
C: 2.5611 -0.6485 0.7085
O: 2.9340 0.4309 0.0126
H: -1.3710 2.2034 0.2263
H: -0.8014 0.9298 1.3452
H: 1.4507 0.9041 -0.3532
H: 0.1559 1.5749 -1.3012
H: -1.9625 0.4720 -1.6667
H: -1.2008 -1.7284 -1.4812
H: -2.1044 -1.7532 0.1992
H: -0.4303 -1.2821 0.0836
H: 2.0391 -0.5281 1.7637
H: 3.4301 -1.2143 1.1648
H: 1.8221 -1.2598 0.1347

## Properties
maximum force: 5.655 eV/Å
ΔE to the lowest compared entry with this formula, charge and spin: 148.8 kcal/mol
charge: -1
orbital gap: 6.72 eV

---

A 2-piece molecular cluster, C4H11N2O overall in a non-equilibrium geometry, computed with ωB97M-V with the def2-TZVPD basis set.

CARTESIAN COORDINATES (ANGSTROEM)
C: 0.7635 0.8084 0.4980
N: -0.1420 -0.4709 0.7672
C: 2.3002 0.2739 0.4356
C: 2.5736 -0.5439 -0.8027
N: 2.3455 1.6369 0.3746
C: -3.5792 -0.2188 -0.1408
O: -2.7231 0.7151 0.4200
H: 0.5193 1.4652 1.3575
H: 0.3458 1.2551 -0.4051
H: -1.1643 0.0021 0.7400
H: -0.0905 -0.9830 -0.1851
H: 2.4521 -0.2196 1.4728
H: 3.4265 -0.1387 -1.3376
H: 1.7896 -0.2636 -1.5166
H: 2.6541 -1.6310 -0.7210
H: -4.5735 0.1615 -0.4117
H: -3.7073 -1.0769 0.5599
H: -3.1903 -0.7719 -1.1048

## Properties
maximum force: 3.901 eV/Å
ΔE to the lowest compared entry with this formula, charge and spin: 131.9 kcal/mol
charge: -1
orbital gap: 6.55 eV

---

C4H11N2O as an isolated structure in a non-equilibrium geometry, computed with ωB97M-V with the def2-TZVPD basis set.

CARTESIAN COORDINATES (ANGSTROEM)
C: 0.3377 -0.0577 0.4634
C: -0.5564 1.1666 0.7262
C: -1.8347 0.9954 -0.1704
N: -2.5866 -0.1798 0.1675
N: 1.7008 -0.0726 0.4806
C: 2.2252 -1.4688 -0.5893
O: 1.9621 -1.3483 -1.8107
H: -0.0918 -0.4987 -0.6153
H: -0.0358 -0.7711 1.2038
H: -0.7679 1.1117 1.7887
H: -0.0156 2.0742 0.3926
H: -1.5527 0.9837 -1.2435
H: -2.3113 1.9875 0.0681
H: -3.1612 0.1343 0.9564
H: -0.3212 -0.9495 -1.2649
H: 2.0104 0.6058 -0.2329
H: 1.7047 -2.3181 -0.0140
H: 3.2944 -1.3946 -0.3063

## Properties
maximum force: 5.632 eV/Å
ΔE to the lowest compared entry with this formula, charge and spin: 146.3 kcal/mol
charge: -1
orbital gap: 5.34 eV

---

no.,E_tot (eV)
1,-62286.98629
2,-15955.24017
3,-18003.41051
4,-42025.48000
5,-7299.65246
6,-7299.12197
7,-7298.92140
8,-7298.04280
9,-7298.40702
10,-7298.80305
11,-7296.95564
12,-9348.03954
13,-9348.77049
14,-9348.14644